Entry 1:
14
Properties=species:S:1:pos:R:3:forces:R:3 method="wB97M-V/def2-TZVPD" lumo_ev="-1.07 / 0.18" homo_lumo_gap_ev="6.2021 / 8.9577" total_charge=0 relative_energy_kcal_mol=81.8 homo_energy_ev="-7.28 / -8.78"
C -2.246069 0.277574 -0.053333 0.6 -0.7 0.5
C 0.318570 -1.123867 0.646019 -1.1 0.3 -0.8
C 0.829239 0.051663 -0.092148 -0.1 0.6 -0.5
N -1.702976 1.338098 -0.348694 -0.3 0.5 -0.2
N 1.923310 0.698399 0.508938 0.2 -0.3 0.1
O 0.114387 -2.291962 0.058672 0.4 0.1 0.1
F -3.569921 0.028264 0.080216 0.2 0.3 -0.1
F 1.124974 -0.412443 -1.422703 0.0 -0.2 0.1
H 0.163685 -1.085331 1.707801 0.0 -0.1 0.2
H 0.001611 0.808280 -0.252818 0.6 -0.5 0.2
H -2.155560 2.223643 -0.566132 -0.3 -0.2 0.0
H 2.755445 0.122210 0.561080 -0.1 0.0 0.1
H 2.139962 1.582251 0.067920 -0.1 0.0 0.0
H 0.303340 -2.216775 -0.894823 0.0 0.2 0.2

=====

Entry 2:
67
Properties=species:S:1:pos:R:3:forces:R:3 method="wB97M-V/def2-TZVPD" lumo_ev="-5.36 / -4.77" homo_lumo_gap_ev="5.8872 / 6.5304" total_charge=+1 relative_energy_kcal_mol=0.0 homo_energy_ev="-11.24 / -11.30"
Ru -0.224226 0.091342 -0.578818 0.3 -0.8 0.4
C 1.045343 0.004830 2.606455 0.0 0.0 0.1
N -0.277003 -0.047223 1.937547 0.1 0.0 -0.2
C -1.040328 -1.124251 2.605804 0.0 0.0 0.0
C -0.900078 1.255956 2.108904 0.0 -0.1 0.0
C -1.756341 1.589894 3.140936 0.0 0.0 0.0
C -2.304864 2.866954 3.200616 0.0 0.0 0.0
C -2.010989 3.803286 2.224887 0.0 0.0 0.0
C -1.145729 3.480467 1.187528 0.0 0.0 0.1
C -0.569143 2.220375 1.160283 0.0 0.1 -0.2
N 0.207626 1.750045 0.060297 0.1 0.8 0.2
C 1.336346 2.405354 -0.468720 -0.3 0.0 0.1
C 1.659090 3.750285 -0.290011 0.1 0.1 0.0
C 2.742305 4.275067 -0.970662 -0.1 0.0 0.1
C 3.514646 3.471298 -1.800710 0.0 0.0 0.0
C 3.242742 2.116765 -1.920083 0.0 0.0 0.0
C 2.166218 1.585625 -1.239683 0.1 -0.1 -0.1
N 1.898681 0.157128 -1.130260 0.0 0.0 0.0
C 2.241457 -0.619448 -2.354611 0.1 0.0 0.0
C 2.784604 -0.369248 -0.051860 0.0 0.0 0.0
H 0.909060 0.130842 3.684229 0.0 0.0 0.0
H 1.576937 -0.925771 2.419322 0.0 0.0 0.0
H 1.618341 0.855267 2.244047 0.0 0.0 0.0
H -0.968739 -1.017736 3.691457 0.0 0.0 0.0
H -2.076503 -1.106259 2.295735 0.0 0.0 0.0
H -0.603486 -2.074787 2.317609 0.0 0.0 0.0
H -2.026150 0.860242 3.890530 0.0 0.0 0.0
H -2.987988 3.113423 4.001686 0.0 0.0 0.0
H -2.474647 4.779771 2.246859 0.0 0.0 0.0
H -0.982468 4.177002 0.378512 0.0 0.0 0.0
H 1.070911 4.382422 0.354185 0.0 0.0 0.0
H 2.982323 5.323189 -0.858784 0.0 0.0 0.0
H 4.351830 3.896933 -2.336407 0.0 0.0 0.0
H 3.873758 1.489304 -2.533486 0.0 0.0 0.0
H 3.322343 -0.621601 -2.498980 0.0 0.0 0.0
H 1.921213 -1.645538 -2.193553 0.0 0.0 0.0
H 1.750677 -0.190902 -3.218440 0.0 0.0 0.0
H 3.820566 -0.339310 -0.392553 0.0 0.0 0.0
H 2.696551 0.247008 0.832870 0.0 0.0 -0.1
H 2.496933 -1.393720 0.176483 0.0 0.0 0.0
N -2.966264 1.430644 -2.001099 -0.1 0.1 0.0
C -1.787490 1.525268 -2.686248 0.2 0.0 -0.1
N -1.611178 2.293787 -3.731912 0.0 0.0 0.0
N -0.331252 2.078498 -4.102293 0.0 0.0 -0.1
N 0.239515 1.237275 -3.337026 -0.1 0.1 0.0
N -0.661939 0.829902 -2.389714 0.0 0.0 -0.3
C -3.186976 0.383728 -1.153372 0.0 -0.1 0.1
N -4.341852 -0.178560 -0.902542 0.0 0.0 0.0
N -4.037432 -1.206985 -0.077041 0.0 -0.1 0.0
N -2.784332 -1.268195 0.155024 0.0 0.1 0.0
N -2.185025 -0.228202 -0.494489 -0.2 0.0 0.0
H -3.772407 1.855449 -2.435692 0.0 0.0 0.0
C -0.595307 -5.774432 1.786401 0.0 0.0 0.0
C 0.599653 -5.016745 1.206937 0.0 0.0 0.0
C 0.192448 -4.005286 0.187975 0.0 0.0 0.0
N 0.431295 -2.747816 0.278936 0.0 0.0 0.0
N -0.079675 -2.032414 -0.772279 -0.2 0.0 -0.2
C -0.697955 -2.771877 -1.668005 0.0 0.0 0.0
N -1.236927 -2.296967 -2.800036 0.0 0.0 0.0
S -0.695779 -4.441249 -1.249652 0.0 0.0 0.0
H -0.261293 -6.465941 2.557545 0.0 0.0 0.0
H -1.108960 -6.357097 1.020418 0.0 0.0 0.0
H -1.317384 -5.087442 2.227900 0.0 0.0 0.0
H 1.307348 -5.715439 0.755136 0.0 0.0 0.0
H 1.134870 -4.474933 1.987263 0.0 0.0 0.0
H -1.274397 -1.297173 -2.943602 0.0 0.0 0.0
H -1.853121 -2.872073 -3.347721 0.0 0.0 0.0

=====

Entry 3:
65
Properties=species:S:1:pos:R:3:forces:R:3 method="wB97M-V/def2-TZVPD" lumo_ev=1.77 homo_lumo_gap_ev=7.6167 total_charge=-1 relative_energy_kcal_mol=2.8 homo_energy_ev=-5.85
Rh -0.533153 -0.845917 0.309978 0.1 -0.7 -0.4
C -5.945649 0.651993 1.000835 0.0 0.0 0.0
C -5.457962 0.229572 -0.377865 0.0 0.0 0.0
N -4.752745 -1.038427 -0.348649 0.0 0.0 0.0
C -3.414365 -1.162003 -0.168415 0.1 -0.1 0.0
S -2.389020 0.212703 -0.459567 -0.3 0.0 0.1
N -3.019556 -2.366136 0.198091 0.0 0.0 -0.1
N -1.674734 -2.473956 0.366452 -0.1 0.2 0.0
C -1.154176 -3.597708 0.703123 0.1 0.0 0.0
C -1.941198 -4.849662 0.899217 0.0 0.0 -0.1
C 0.301099 -3.566043 0.923105 0.0 0.0 0.0
C 1.051920 -4.722112 1.066411 0.0 0.0 0.0
C 2.420183 -4.615304 1.262518 0.0 0.0 0.0
C 2.996777 -3.362128 1.326816 0.0 0.0 0.1
C 2.185077 -2.248129 1.173291 -0.1 0.0 0.1
N 0.876459 -2.348930 0.973581 0.0 0.3 -0.1
H -6.480448 1.601570 0.946575 0.0 0.0 0.0
H -5.099094 0.768030 1.678398 0.0 0.0 0.0
H -6.622777 -0.094457 1.421983 0.0 0.0 0.0
H -4.778298 0.979208 -0.777676 0.0 0.0 0.0
H -6.290676 0.145163 -1.079874 0.0 0.0 0.0
H -5.264517 -1.837550 -0.004121 0.0 0.0 -0.1
H -2.999702 -4.610270 0.921952 0.0 0.0 0.0
H -1.653416 -5.335765 1.832301 0.0 0.0 0.0
H -1.759196 -5.550908 0.080681 0.0 0.0 0.0
H 0.571129 -5.688121 1.010261 0.0 0.0 0.0
H 3.026036 -5.506492 1.363568 0.0 0.0 0.0
H 4.057832 -3.230310 1.480278 0.0 0.0 0.0
H 2.584656 -1.246680 1.198940 0.0 0.0 0.0
O -0.655629 -0.034332 4.254191 0.0 0.1 -0.1
C -0.399247 0.069371 3.064423 0.0 -0.1 0.0
O -1.105342 -0.550733 2.166712 -0.1 0.1 0.2
C 0.748656 0.969811 2.645665 0.0 0.0 0.0
C 1.539371 1.447179 3.672039 0.0 0.0 0.0
C 2.557998 2.356787 3.432776 0.0 0.1 0.0
C 2.780215 2.857614 2.158267 0.0 0.0 0.1
C 1.975844 2.422271 1.141426 -0.1 -0.1 0.0
C 0.972141 1.414874 1.303041 0.1 0.0 0.2
O 0.366028 0.962380 0.279175 0.4 -0.1 -0.3
N 2.185325 3.035605 -0.169863 0.1 0.1 0.0
O 3.338007 3.238623 -0.520294 -0.1 0.0 0.0
O 1.205868 3.371001 -0.800693 0.0 -0.1 0.0
N 3.387199 2.822828 4.526749 0.3 -0.2 0.0
O 3.204939 2.347072 5.635112 -0.1 0.1 0.0
O 4.262237 3.640161 4.278273 -0.1 0.1 0.0
H 1.333269 1.104898 4.675465 0.0 0.0 0.0
H 3.562983 3.576521 1.970645 0.0 0.0 0.0
C 0.844392 4.409981 -4.656040 0.0 0.0 0.0
C 0.960318 3.016501 -4.101920 0.0 0.0 0.0
C -0.160288 2.315233 -3.680805 0.0 0.0 0.0
C -0.044246 1.053082 -3.112177 0.0 0.0 -0.1
C 1.207672 0.487294 -2.967337 0.1 0.0 0.1
C 2.342207 1.167463 -3.394902 0.0 0.0 0.0
C 2.212868 2.421130 -3.958672 0.0 0.0 0.0
S 1.432400 -1.098727 -2.210875 -0.1 -0.2 -0.2
O 0.076806 -1.444442 -1.649287 0.0 0.4 0.6
O 1.762437 -2.035958 -3.256730 0.0 0.0 0.0
O 2.448971 -0.920765 -1.191095 -0.2 0.0 0.0
H -0.198551 4.690076 -4.804130 0.0 0.0 0.0
H 1.362640 4.502478 -5.612405 0.0 0.0 0.0
H 1.292140 5.129577 -3.967250 0.0 0.0 0.0
H -1.141358 2.766680 -3.777821 0.0 0.0 0.0
H -0.916999 0.514545 -2.769847 0.0 0.0 0.0
H 3.318101 0.719682 -3.258650 0.0 0.0 0.0
H 3.100149 2.963008 -4.265376 0.0 0.0 0.0

=====

Entry 4:
74
Properties=species:S:1:pos:R:3:forces:R:3 method="wB97M-V/def2-TZVPD" lumo_ev="-0.24 / -0.24" homo_lumo_gap_ev="5.9412 / 5.9419" total_charge=0 homo_energy_ev="-6.18 / -6.18"
Pt -0.595854 1.005345 0.512850 0.0 0.1 -0.1
C -0.080738 2.107247 4.125796 0.0 0.0 0.0
C 0.012324 0.584167 4.077637 0.0 0.0 0.0
C -1.351983 -0.054216 3.848185 0.0 0.0 0.0
C 1.074602 0.107766 3.071913 0.0 0.0 -0.1
C 2.496072 0.308706 3.611259 0.0 0.0 0.0
O 3.185909 1.048713 2.585421 0.0 0.0 0.0
C 2.275568 1.351413 1.641808 0.0 -0.1 0.1
N 1.100635 0.887327 1.811596 -0.1 -0.1 0.1
C 2.771692 2.234366 0.571259 0.0 0.1 0.0
C 3.910269 2.983291 0.867384 0.0 0.0 0.0
C 4.424082 3.887653 -0.045414 0.0 0.0 0.0
C 3.802918 4.048865 -1.270123 0.0 0.0 -0.1
C 2.679135 3.297366 -1.579246 0.0 0.0 0.0
C 2.146704 2.380908 -0.675895 0.0 0.0 -0.1
P 0.700558 1.372270 -1.178682 0.0 0.0 0.1
C 1.452092 -0.108347 -1.908157 0.0 0.0 0.0
C 0.631534 -1.213999 -2.113761 0.0 0.0 0.0
C 1.109997 -2.313631 -2.808814 0.0 0.0 0.0
C 2.420344 -2.330566 -3.266767 0.0 0.0 0.0
C 3.255704 -1.246724 -3.028959 0.0 0.0 0.0
C 2.770317 -0.131132 -2.361398 0.0 0.0 0.0
C 0.030050 2.293726 -2.592631 0.0 0.0 0.0
C 0.313274 1.921830 -3.902331 0.0 0.0 0.0
C -0.186566 2.673749 -4.958159 0.0 0.0 0.0
C -0.959594 3.796866 -4.706894 0.0 0.0 0.0
C -1.248250 4.164851 -3.397966 0.0 0.0 0.0
C -0.762691 3.411834 -2.343162 0.0 0.0 0.0
H -0.708642 2.420481 4.960278 0.0 0.0 0.0
H -0.524331 2.494929 3.206738 0.0 0.0 0.0
H 0.898377 2.578275 4.250052 0.0 0.0 0.0
H 0.376248 0.234828 5.052224 0.0 0.0 0.0
H -1.771097 0.215741 2.876098 0.0 0.0 0.0
H -2.060225 0.278172 4.609181 0.0 0.0 0.0
H -1.287843 -1.142405 3.893664 0.0 0.0 0.0
H 0.897658 -0.933194 2.795106 0.0 0.0 0.0
H 3.034805 -0.620817 3.779795 0.0 0.0 0.0
H 2.512897 0.908749 4.522298 0.0 0.0 0.0
H 4.384378 2.854282 1.829078 0.0 0.0 0.0
H 5.301801 4.467614 0.206743 0.0 0.0 0.0
H 4.189131 4.756773 -1.991908 0.0 0.0 0.0
H 2.207046 3.426798 -2.543963 0.0 0.0 0.0
H -0.385297 -1.196351 -1.748661 0.0 0.0 0.0
H 0.449809 -3.151134 -2.995547 0.0 0.0 0.0
H 2.794360 -3.192599 -3.805108 0.0 0.0 0.0
H 4.281654 -1.262466 -3.374034 0.0 0.0 0.0
H 3.420211 0.720597 -2.202017 0.0 0.0 0.0
H 0.902755 1.036783 -4.100616 0.0 0.0 0.0
H 0.025521 2.376573 -5.977251 0.0 0.0 0.0
H -1.350255 4.379845 -5.531231 0.0 0.0 0.0
H -1.869493 5.028420 -3.199993 0.0 0.0 0.0
H -1.025280 3.663269 -1.322715 0.0 0.0 0.0
Te -2.897561 1.031024 -0.325471 0.0 -0.1 0.0
N -2.588440 -1.580744 -3.098259 0.0 0.0 0.0
N -2.007754 -0.437960 -3.741865 0.0 0.0 0.0
H -3.574601 -1.661951 -3.332158 0.0 0.0 0.0
H -2.569478 -1.371422 -2.101942 0.0 0.0 0.0
H -2.621590 0.370782 -3.695054 0.0 0.0 0.0
H -1.845463 -0.670398 -4.712561 0.0 0.0 0.0
C -0.854604 -3.073241 1.148162 0.0 0.0 0.0
C 0.473082 -3.551925 0.612356 0.0 0.0 0.0
O 1.488630 -2.635400 0.985533 0.0 0.0 0.0
C 2.747761 -2.997961 0.452909 0.0 0.0 0.0
C 3.760420 -1.938342 0.818727 0.0 0.0 0.0
H -1.651034 -3.744052 0.822614 0.0 0.0 0.0
H -1.085953 -2.071113 0.779151 0.0 0.0 0.0
H -0.852210 -3.053357 2.238636 0.0 0.0 0.0
H 0.439264 -3.633422 -0.481264 0.0 0.0 0.0
H 0.720395 -4.547282 1.007464 0.0 0.0 0.0
H 2.671651 -3.089551 -0.637147 0.0 0.0 0.0
H 3.049511 -3.978104 0.848705 0.0 0.0 0.0
H 3.444212 -0.968730 0.432740 0.0 0.0 0.0
H 4.732391 -2.178216 0.385489 0.0 0.0 0.0
H 3.879824 -1.867265 1.900091 0.0 0.0 0.0

=====

Entry 5:
89
Properties=species:S:1:pos:R:3:forces:R:3 method="wB97M-V/def2-TZVPD" lumo_ev="-11.06 / -11.07" homo_lumo_gap_ev="5.2382 / 5.2259" total_charge=+4 homo_energy_ev="-16.30 / -16.30"
Pt -0.242206 -8.134929 2.726064 0.0 0.1 -0.1
N 1.751962 -8.370899 2.261311 0.0 0.1 0.1
C 2.297020 -9.574348 2.978677 0.0 0.0 0.0
C 1.165507 -10.550116 3.236707 0.0 0.0 0.0
N 0.055042 -9.780565 3.869955 0.0 -0.1 0.0
C -1.247994 -10.498002 3.973767 0.0 0.0 0.0
C -2.306137 -9.469331 4.314799 0.0 0.0 0.0
N -2.222759 -8.325806 3.333489 0.0 0.0 0.1
H 1.818625 -8.460365 1.246283 -0.1 -0.1 0.0
H 2.303251 -7.553865 2.513047 0.0 0.0 -0.1
H 2.733609 -9.230596 3.916364 0.0 0.0 0.0
H 3.087513 -10.043671 2.395891 0.0 0.0 0.0
H 1.483100 -11.377116 3.872792 0.0 0.0 0.0
H 0.783003 -10.959117 2.301524 0.0 0.0 0.0
H 0.347874 -9.506915 4.808906 0.0 0.0 0.0
H -1.204597 -11.282975 4.729836 0.0 0.0 0.0
H -1.444045 -10.962461 3.007191 0.0 0.0 0.0
H -2.135073 -9.054484 5.308109 0.0 0.0 0.0
H -3.300390 -9.912674 4.303979 0.0 0.0 0.0
H -2.602439 -7.496672 3.783728 0.0 0.0 0.0
H -2.828200 -8.512007 2.535696 0.0 0.0 0.0
C -1.407327 0.914845 -0.603643 0.0 0.3 0.0
N -2.037551 2.167497 -0.196325 0.2 0.0 0.0
C -3.422550 2.349050 -0.625413 -0.1 -0.1 0.0
C -1.282228 3.232202 0.154186 0.0 0.0 0.0
N -0.041938 3.342058 -0.290289 0.0 0.2 -0.1
C 0.926438 3.959690 0.403546 0.0 -0.1 0.1
C 1.032112 3.710802 1.827105 0.0 0.0 0.0
C 2.065450 4.152023 2.606645 0.0 0.0 0.0
C 3.099042 4.866165 2.001567 0.0 0.0 0.0
C 3.043831 5.148538 0.625936 0.0 0.0 0.0
C 4.122999 5.837835 0.083650 0.0 0.0 0.0
C 4.192581 6.138978 -1.303170 0.0 0.0 0.0
C 3.138316 5.834098 -2.086497 0.0 0.0 0.0
C 1.902794 5.229856 -1.553498 0.0 0.0 0.0
N 0.823995 5.168041 -2.262887 0.0 0.0 0.0
C 0.734080 5.759333 -3.513186 0.0 0.0 0.1
N 0.702287 7.091116 -3.588941 -0.1 0.0 0.0
C 1.054301 7.858905 -4.789792 0.0 0.0 0.0
C 0.389771 7.926037 -2.425225 0.0 0.0 0.0
N 0.590309 4.963420 -4.563304 0.0 0.0 0.0
C 0.978288 3.551916 -4.493276 0.0 0.0 0.0
C -0.068216 5.366869 -5.812002 0.0 0.0 0.0
C 1.934685 4.745897 -0.181555 0.0 0.0 0.0
N -1.864101 4.197265 0.915213 0.0 0.0 -0.1
C -2.987049 3.931108 1.807742 0.0 0.0 0.0
C -1.507528 5.603783 0.776740 0.0 0.0 0.0
H -2.170339 0.141469 -0.533412 0.1 -0.1 0.0
H -0.576781 0.676858 0.056315 0.0 0.0 0.0
H -1.029206 0.953491 -1.628533 -0.1 0.0 0.0
H -3.544514 1.901965 -1.612687 0.0 0.0 0.0
H -3.659294 3.406178 -0.705694 0.0 0.0 0.0
H -4.130398 1.878825 0.058293 0.0 0.0 0.0
H 0.245289 3.114471 2.273411 0.0 0.0 0.0
H 2.093435 3.932261 3.664690 0.0 0.0 0.0
H 3.950561 5.204982 2.578259 0.0 0.0 0.0
H 4.939079 6.133509 0.732867 0.0 0.0 0.0
H 5.079251 6.605642 -1.709762 0.0 0.0 0.0
H 3.178117 6.047242 -3.147834 0.0 0.0 0.0
H 1.600632 7.242441 -5.495691 0.0 0.0 0.0
H 1.704108 8.673962 -4.471918 0.0 0.0 0.0
H 0.177245 8.289245 -5.271076 0.0 0.0 0.0
H -0.031353 7.328158 -1.624534 0.0 0.0 0.0
H -0.343108 8.673346 -2.726636 0.0 0.0 0.0
H 1.283976 8.442543 -2.072172 0.0 0.0 0.0
H 1.097392 3.242244 -3.459718 0.0 0.0 0.0
H 1.906884 3.389478 -5.041304 0.0 0.0 0.0
H 0.194798 2.952971 -4.952519 0.0 0.0 0.0
H -0.669369 6.255380 -5.654647 0.0 0.0 0.0
H -0.731208 4.556132 -6.107016 0.0 0.0 0.0
H 0.647097 5.536186 -6.615369 0.0 0.0 0.0
H -3.080144 2.863173 1.982367 0.0 0.0 0.0
H -3.927928 4.315514 1.409946 0.0 0.0 0.0
H -2.794477 4.426760 2.759949 0.0 0.0 0.0
H -0.867149 5.735010 -0.091732 0.0 0.0 0.0
H -1.001587 5.983817 1.667400 0.0 0.0 0.0
H -2.417506 6.187912 0.629886 0.0 0.0 0.0
Se 0.839039 -7.328477 -2.050359 0.0 0.0 0.0
N -0.237905 -5.951523 -2.118659 0.0 0.0 0.0
C -0.678941 -5.733639 -0.890106 -0.1 0.0 0.0
C -1.609602 -4.724815 -0.519804 0.1 -0.1 0.1
C -1.907945 -4.595349 0.804331 -0.2 -0.4 -0.5
C -1.388038 -5.534858 1.730820 -0.1 0.1 0.2
N -0.596910 -6.544010 1.427353 0.0 -0.1 0.0
C -0.185636 -6.640424 0.110216 0.0 0.0 0.0
N 0.647754 -7.570852 -0.306721 0.0 0.0 0.0
H -2.073849 -4.118172 -1.285475 0.1 0.1 0.0
H -2.664605 -3.884594 1.102538 0.2 0.1 0.3
H -1.672325 -5.454861 2.773295 0.0 0.0 0.0

=====

Entry 6:
15
Properties=species:S:1:pos:R:3:forces:R:3 method="wB97M-V/def2-TZVPD" lumo_ev=0.12 homo_lumo_gap_ev=8.9595 total_charge=0 relative_energy_kcal_mol=112.1 homo_energy_ev=-8.84
C -0.044929 0.593655 1.515902 -0.3 -0.1 2.1
C 0.749665 -1.428424 0.350390 0.9 -3.4 0.0
C -0.717147 0.557252 -1.997115 -0.6 0.1 -2.2
N 0.186860 1.901350 1.037407 -0.1 0.5 -1.2
N 0.131186 1.898688 -0.221936 -0.3 2.9 0.9
N -0.251048 0.450813 2.784994 1.2 3.4 -2.1
N -0.123456 -0.342800 0.531485 -1.4 2.2 -2.9
N -0.015031 0.841987 -0.840078 1.3 -5.2 4.0
H 1.643436 -1.113593 -0.217325 0.0 -0.3 0.6
H 1.020880 -1.866938 1.401321 -0.2 0.9 -1.9
H 0.324381 -2.389656 -0.251921 0.4 2.5 1.4
H -1.660593 1.072481 -2.052117 -0.3 0.5 -0.2
H -0.040349 0.790851 -2.812327 -0.3 0.4 -0.5
H -0.958849 -0.484210 -2.167796 0.3 -0.4 0.8
H -0.245006 -0.481457 2.939115 -0.7 -4.0 1.2